# C11H11NO2

An isolated molecule of C11H11NO2 at a distorted geometry (the ωB97M-V functional and the def2-TZVPD basis, OMol25).

```
25
Properties=species:S:1:pos:R:3:forces:R:3
C 2.029 0.286 1.959 -0.2 -0.4 3.3
O 1.807 1.232 0.990 -1.1 1.1 -1.2
C 0.673 1.173 0.301 -1.2 3.8 -1.0
O 0.509 2.424 -0.265 1.1 -0.8 0.8
C -0.164 2.583 -1.520 -0.8 0.2 -0.1
C -0.344 0.270 0.079 -2.0 0.4 0.8
C -1.768 0.631 0.012 1.5 -0.1 -0.4
C -2.685 -0.340 0.061 -0.1 -0.5 0.0
C -2.253 -1.736 0.189 -0.1 -0.2 -1.5
C -0.959 -2.131 -0.105 -2.9 0.3 1.4
C -0.022 -1.081 -0.144 3.3 0.3 0.1
C 1.343 -1.168 -0.324 -0.3 -2.8 -1.4
C 1.853 -2.475 -0.663 -0.2 2.4 0.1
N 2.243 -3.421 -1.167 0.6 -1.7 -0.2
H 1.569 -0.630 1.679 -0.5 -0.8 0.3
H 1.754 0.594 3.050 0.0 -0.2 -2.1
H 3.069 0.104 1.975 1.3 -0.1 0.0
H -1.222 2.860 -1.199 1.1 -0.8 -1.4
H 0.005 1.653 -2.192 -0.8 1.6 1.1
H 0.224 3.512 -2.009 0.1 -1.0 0.5
H -2.080 1.635 -0.159 -0.1 0.5 0.3
H -3.720 -0.019 -0.120 0.3 -0.7 0.5
H -3.052 -2.481 0.274 0.4 0.1 0.1
H -0.741 -3.190 -0.139 0.4 0.2 -0.1
H 1.933 -0.284 -0.564 0.1 -0.9 -0.1
```
Forces are in eV/Å.

The spin multiplicity is 1. The energy above the lowest of the compared OMol25 structures with the same formula, charge and spin comes out at 135.33 kcal per mole. The total charge is 0. The calculation puts the HOMO-LUMO gap (spin up / spin down) at 0.2493 / 0.2493 hartree. The calculation puts the HOMO energy (spin up / spin down) at -7.393 / -7.394 eV. As for the SMILES: COC(OC)=c1cccc/c1=C\C#N.

# C11H12AuN4O4S

A structure of composition C11H12AuN4O4S at a distorted geometry (the ωB97M-V functional and the def2-TZVPD basis, OMol25).

```
33
Properties=species:S:1:pos:R:3:forces:R:3
Au -0.139 0.170 0.304 -0.2 0.0 0.7
O 1.985 -3.449 -1.085 0.6 -0.5 -0.2
C 1.380 -2.294 -0.910 -1.1 0.0 0.4
O 0.242 -2.182 -0.514 0.5 -0.5 -0.4
C 2.235 -1.110 -1.246 0.5 0.1 -0.2
C 3.530 -1.210 -1.748 -0.2 0.2 0.1
C 4.210 -0.030 -2.022 -0.2 0.0 0.0
C 3.578 1.194 -1.835 -0.2 -0.2 0.0
C 2.281 1.201 -1.324 0.4 -0.2 -0.2
N 1.661 0.065 -1.036 -0.3 0.0 0.0
C 1.429 2.427 -1.087 -0.4 -0.3 0.1
O 2.009 3.611 -1.129 0.2 0.5 -0.1
O 0.248 2.317 -0.868 0.5 0.5 -0.3
H 1.408 -4.205 -0.873 -0.1 0.4 0.0
H 3.975 -2.174 -1.926 0.1 -0.1 0.0
H 5.220 -0.060 -2.401 0.1 0.0 -0.1
H 4.095 2.097 -2.127 0.0 0.1 0.1
H 2.967 3.595 -1.261 -0.2 -0.2 0.0
C 1.846 2.522 4.996 0.1 -0.1 0.1
C 1.782 0.995 5.082 0.2 0.3 0.1
C 0.679 0.482 4.236 -0.5 -0.5 0.2
N 0.648 0.593 2.967 1.1 0.6 0.3
N -0.455 0.096 2.385 -1.0 -0.4 -0.3
C -1.303 -0.438 3.232 0.4 0.1 0.4
N -2.444 -1.030 2.890 -0.5 -0.2 -0.1
S -0.754 -0.326 4.884 0.2 0.2 -0.7
H 2.655 2.900 5.614 0.1 0.1 0.1
H 0.912 2.967 5.330 -0.1 0.1 0.0
H 2.023 2.822 3.968 0.0 0.1 -0.1
H 1.644 0.678 6.115 0.1 -0.1 0.0
H 2.717 0.573 4.706 0.0 -0.1 0.1
H -2.711 -1.084 1.922 0.0 0.0 0.0
H -3.078 -1.369 3.592 0.0 0.0 -0.1
```
Forces are in eV/Å.

The spin multiplicity is 1. The total charge is +1. The calculation puts the HOMO-LUMO gap at 0.2993 hartree. The calculation puts the HOMO energy at -11.791 eV.

# C11H12BrClIrN2O6S

A structure of composition C11H12BrClIrN2O6S (the ωB97M-V functional and the def2-TZVPD basis, OMol25).

```
35
Properties=species:S:1:pos:R:3:forces:R:3
Ir -0.402 0.711 0.977 0.5 0.2 0.1
O 1.548 0.541 2.389 0.0 0.0 0.1
Cl 0.954 -0.783 2.387 -0.2 -0.1 -0.2
O 1.575 -1.778 3.117 0.0 0.1 0.0
O 0.762 -1.090 0.916 0.0 0.0 0.0
O -0.497 -0.521 2.753 -0.1 0.0 0.0
Br -1.494 8.052 1.323 0.1 -0.1 -0.1
C -0.534 6.707 0.421 -0.1 0.2 0.1
C 0.419 7.057 -0.533 0.1 0.0 -0.1
C 1.141 6.082 -1.216 0.0 0.0 0.0
C 0.918 4.747 -0.956 0.0 0.0 0.0
C -0.041 4.406 0.009 -0.1 0.0 0.0
C -0.772 5.382 0.706 0.0 -0.1 0.0
C -0.279 3.039 0.305 -0.2 -0.2 0.0
O -1.093 2.580 1.207 0.0 0.0 0.0
O 0.315 2.028 -0.288 0.0 0.0 -0.1
H 0.599 8.102 -0.745 0.0 0.0 0.0
H 1.877 6.382 -1.948 0.0 0.0 0.0
H 1.471 3.977 -1.477 0.0 0.0 0.0
H -1.505 5.094 1.448 0.0 0.0 0.0
S -2.146 0.189 -0.206 0.0 0.0 0.1
C -2.115 -1.608 -0.249 0.0 0.1 0.1
N -2.290 -2.277 0.864 0.0 -0.1 0.0
C -2.440 -3.752 0.889 0.0 0.1 0.0
C -2.919 -4.231 -0.470 0.0 0.0 0.0
C -2.057 -3.649 -1.578 0.0 0.0 0.0
N -2.001 -2.178 -1.420 0.0 -0.1 0.0
H -2.346 -1.771 1.738 -0.1 0.0 -0.1
H -3.164 -3.983 1.667 0.0 0.0 0.0
H -1.480 -4.190 1.166 0.0 0.0 0.0
H -3.962 -3.949 -0.621 0.0 0.0 0.0
H -2.864 -5.317 -0.506 0.0 0.0 0.0
H -2.469 -3.855 -2.562 0.0 0.0 0.0
H -1.037 -4.033 -1.542 0.0 0.0 0.0
H -1.887 -1.601 -2.242 0.0 0.0 0.0
```
Forces are in eV/Å.

The spin multiplicity is 2. The energy above the lowest of the compared OMol25 structures with the same formula, charge and spin comes out at 0.00 kcal per mole. The total charge is +2. The calculation puts the HOMO-LUMO gap (spin up / spin down) at 0.1978 / 0.1360 hartree. The calculation puts the HOMO energy (spin up / spin down) at -14.366 / -14.360 eV.

# C11H12FN

An isolated molecule of C11H12FN at a distorted geometry (the ωB97M-V functional and the def2-TZVPD basis, OMol25).

```
25
Properties=species:S:1:pos:R:3:forces:R:3
F 0.130 -0.323 -2.593 -0.2 0.0 0.4
C -0.016 -1.216 -1.556 1.3 0.4 0.0
C -1.179 -2.153 -1.585 -0.5 -0.3 1.9
N -1.876 -1.791 -0.365 -3.4 -0.9 1.1
C -0.867 -1.663 0.690 -1.6 2.0 -1.8
C 0.132 -0.840 -0.086 1.6 1.7 0.3
C 0.331 0.643 0.302 0.7 0.2 1.2
C 1.104 1.563 -0.433 0.3 -0.9 1.4
C 1.372 2.846 0.079 -0.5 0.4 -0.3
C 0.694 3.263 1.256 0.3 0.6 -1.8
C -0.127 2.377 1.951 1.3 3.3 0.7
C -0.170 1.139 1.565 -0.9 -5.4 -3.2
C 1.177 -1.694 -0.820 1.1 -0.5 0.0
H -1.866 -2.079 -2.415 0.3 -0.3 -0.5
H -0.829 -3.166 -1.270 -0.2 0.3 -1.4
H -2.593 -1.014 -0.420 1.7 -1.2 0.1
H -1.337 -1.242 1.552 -0.2 0.9 0.4
H -0.454 -2.543 1.091 0.5 -1.7 -0.3
H 1.671 1.159 -1.248 0.0 0.2 -0.7
H 2.052 3.515 -0.557 -1.2 -0.8 1.4
H 0.675 4.317 1.463 0.4 0.3 0.5
H -0.653 2.538 2.866 -0.1 1.1 0.4
H -0.785 0.485 2.155 0.0 -0.4 0.2
H 2.203 -1.325 -0.917 -0.5 0.4 -0.4
H 1.211 -2.799 -0.706 -0.2 0.8 0.5
```
Forces are in eV/Å.

The spin multiplicity is 1. The energy above the lowest of the compared OMol25 structures with the same formula, charge and spin comes out at 56.81 kcal per mole. The total charge is 0. The calculation puts the HOMO-LUMO gap at 0.3435 hartree. The calculation puts the HOMO energy at -8.404 eV. As for the SMILES: F[C@]12CNC[C@@]1(c1ccccc1)C2.

# C11H12FNO2

An isolated molecule of C11H12FNO2 at a distorted geometry (the ωB97M-V functional and the def2-TZVPD basis, OMol25).

```
27
Properties=species:S:1:pos:R:3:forces:R:3
H -0.479 3.026 -0.761 0.9 -0.6 0.1
N 0.437 2.542 -0.871 -0.2 0.9 -0.2
C 0.688 1.668 -0.034 -1.7 -1.0 1.9
C 1.771 0.669 -0.087 0.6 -0.2 0.0
C 1.324 -0.614 -0.414 1.3 -1.7 -0.4
C 2.286 -1.665 -0.472 2.5 3.1 1.0
C 3.646 -1.366 -0.093 -1.5 0.4 0.1
C 4.075 -0.061 0.221 0.1 0.0 -1.1
C 3.147 0.966 0.121 -1.4 0.4 1.1
C -0.540 1.302 1.334 1.6 1.0 -2.8
F -0.233 0.317 2.176 0.3 -1.2 0.2
C -1.784 1.126 0.522 -1.4 -0.1 -0.3
O -2.077 1.928 -0.352 -0.3 -0.9 1.1
O -2.540 0.013 0.814 2.7 1.9 0.3
C -3.580 -0.316 -0.081 1.5 -1.6 -1.4
C -3.325 -1.795 -0.550 -2.4 1.0 -0.4
H 0.283 -0.820 -0.684 0.3 0.3 0.2
H 2.350 -2.623 -0.900 -1.7 -1.3 -0.3
H 4.268 -2.249 -0.018 0.5 0.3 -0.2
H 5.129 0.265 0.328 -0.7 -0.8 0.3
H 3.425 2.001 0.423 -0.2 -0.9 -0.6
H -0.453 2.213 1.888 -0.5 0.8 0.1
H -4.379 -0.427 0.629 -1.3 0.8 -0.7
H -3.543 0.400 -0.987 -0.8 -1.0 1.8
H -2.385 -2.116 -0.851 2.3 0.3 -0.3
H -3.631 -2.534 0.203 -0.4 0.3 -0.3
H -3.883 -1.849 -1.504 -0.3 -0.6 0.6
```
Forces are in eV/Å.

The spin multiplicity is 1. The energy above the lowest of the compared OMol25 structures with the same formula, charge and spin comes out at 1.85 kcal per mole. The total charge is 0. The calculation puts the HOMO-LUMO gap at 0.3572 hartree. The calculation puts the HOMO energy at -9.114 eV. As for the SMILES: [H]/N=C(/c1ccccc1)[C@H](F)C(=O)OCC.

# C11H12HgN2O4

A structure of composition C11H12HgN2O4 at a distorted geometry (the ωB97M-V functional and the def2-TZVPD basis, OMol25).

```
30
Properties=species:S:1:pos:R:3:forces:R:3
Hg 0.001 0.103 -1.131 -0.2 0.0 -0.5
O 0.155 3.303 -0.501 -0.3 -5.1 -0.8
C 0.104 2.165 -0.700 0.4 9.0 1.2
C -0.090 -1.979 -0.879 -0.4 -9.1 0.4
O -0.151 -3.130 -0.774 0.3 5.1 -0.3
C 2.080 -0.002 -0.901 8.6 -0.4 -0.1
O 3.228 -0.057 -0.834 -4.6 0.2 -0.1
C -2.073 0.205 -0.949 -8.6 0.5 -0.4
O -3.223 0.260 -0.920 4.7 -0.1 -0.1
C 0.038 0.778 -6.018 -0.1 -1.4 -0.2
H -0.867 1.391 -6.072 0.3 -0.2 0.1
H 0.999 1.301 -6.052 -0.3 -0.2 0.1
C -0.027 -0.579 -6.076 0.1 1.4 -0.1
H 0.880 -1.187 -6.157 -0.3 0.2 0.1
H -0.986 -1.097 -6.178 0.4 0.2 0.1
C 1.917 0.654 4.298 0.1 0.0 0.1
C 0.896 0.304 3.316 -0.4 -0.1 0.2
C -0.350 -0.239 3.499 -0.2 -0.2 -0.6
C -0.926 -0.444 2.246 0.6 0.3 0.5
N -0.055 -0.005 1.341 0.0 0.0 -1.8
N 1.041 0.444 2.003 0.7 0.3 -1.1
C -2.268 -1.058 1.988 0.5 0.2 0.5
H 1.488 1.387 4.965 0.2 0.3 0.3
H 2.140 -0.246 4.858 0.3 0.0 0.3
H 2.811 1.038 3.821 0.2 0.1 0.1
H -0.810 -0.488 4.398 -0.5 -0.3 1.4
H 1.858 0.827 1.496 -0.9 -0.4 0.8
H -2.288 -2.004 2.530 -0.2 0.0 -0.1
H -3.016 -0.406 2.438 -0.2 -0.1 -0.2
H -2.508 -1.238 0.946 0.0 -0.1 0.0
```
Forces are in eV/Å.

The spin multiplicity is 1. The energy above the lowest of the compared OMol25 structures with the same formula, charge and spin comes out at 26.32 kcal per mole. The total charge is +2. The calculation puts the HOMO-LUMO gap at 0.2002 hartree. The calculation puts the HOMO energy at -15.011 eV.